# 1
The molecule C3H6N2S2. Source: the OMol25 dataset; level of theory: ωB97M-V with the def2-TZVPD basis set.

ORCA input file:
```
! wB97M-V def2-TZVPD RIJCOSX def2/J DEFGRID3
* xyz 0 1
H 0.9449 2.5089 -1.6310
N 0.0534 2.0109 -1.5527
C 0.0406 1.1207 -0.6446
N -1.1301 0.3479 -0.5441
S -1.2308 -1.3372 -0.3709
C -0.2962 -1.3644 1.1904
C 1.1354 -0.9033 0.9138
S 1.2917 0.8894 0.5769
H -1.8612 0.7719 -1.1081
H -0.2471 -2.3861 1.5047
H -0.8034 -0.7615 1.9521
H 1.7556 -1.0628 1.8067
H 1.4937 -1.5362 0.1005
*
```

Properties
LUMO: 0.6 eV
calculated total energy: -27858.3028 eV
molecular weight: 134.2 g/mol
highest occupied orbital energy: -8.4 eV
ΔE to the lowest compared entry with this formula, charge and spin: 18.3 kcal per mole

***

# 2
A structure of composition C3H6N2S2. Source: the OMol25 dataset; level of theory: ωB97M-V with the def2-TZVPD basis set.

ORCA input file:
```
! wB97M-V def2-TZVPD RIJCOSX def2/J DEFGRID3
* xyz 0 1
C -1.1246 1.5567 -0.9375
C 0.2172 0.4090 1.2044
C 0.5239 -0.6589 0.1688
H -1.9313 2.2559 -1.0763
H -0.3028 1.7218 -1.6181
H -1.4958 0.5036 -1.0675
H 0.8382 -2.6726 0.0966
H 0.7888 -1.9619 1.6604
H 1.0329 -1.0772 -1.5855
N 0.4627 -1.9190 0.6842
N 0.8245 -0.2811 -0.9943
S -0.5397 1.8546 0.7396
S 0.7060 0.2691 2.7253
*
```

Properties
LUMO: -0.5 eV
calculated total energy: -27858.4022 eV
molecular weight: 134.2 g/mol
highest occupied orbital energy: -8.8 eV
ΔE to the lowest compared entry with this formula, charge and spin: 16.0 kcal per mole

***

# 3
A cluster of 3 separate species, C3H6N2S2 in total. Source: the OMol25 dataset; level of theory: ωB97M-V with the def2-TZVPD basis set.

ORCA input file:
```
! wB97M-V def2-TZVPD RIJCOSX def2/J DEFGRID3
* xyz 0 1
C -1.7171 -1.5356 0.3018
C -2.7405 -0.5701 0.0638
N -3.6250 -0.0270 -0.4591
S -4.8006 0.9177 -0.7437
H -1.1050 -1.0933 1.1804
H -2.2318 -2.3239 0.8418
H -1.2883 -1.7970 -0.6561
C -4.0406 -1.8430 -3.1959
N -3.3486 -2.6037 -2.7350
H -4.8087 -1.1133 -3.5422
S 4.2460 1.2873 1.4415
H 4.6838 2.3887 2.1896
H 5.4201 0.5188 1.4403
*
```

Properties
LUMO: 0.4 eV
calculated total energy: -27855.7546 eV
molecular weight: 134.2 g/mol
highest occupied orbital energy: -8.1 eV
ΔE to the lowest compared entry with this formula, charge and spin: 77.1 kcal per mole

***

# 4
A cluster of 2 separate species, C3H6N2S2 in total. Source: the OMol25 dataset; level of theory: ωB97M-V with the def2-TZVPD basis set.

ORCA input file:
```
! wB97M-V def2-TZVPD RIJCOSX def2/J DEFGRID3
* xyz 0 1
C -1.7971 1.6711 -1.2986
N -2.1410 1.7975 -0.1503
S -2.4198 1.8450 1.3925
H -1.8072 1.8777 -2.2771
H 0.2639 -0.3942 2.6013
N 0.5274 -0.6633 1.5737
C 0.4010 0.2634 0.7183
S 0.8535 -0.0874 -0.8740
C 1.4163 -1.7592 -0.6326
H 0.2560 1.4210 0.7199
H 1.9246 -1.6717 0.3296
H 2.0855 -2.0936 -1.4534
H 0.4368 -2.2063 -0.6494
*
```

Properties
LUMO: 0.3 eV
calculated total energy: -27855.3688 eV
molecular weight: 134.2 g/mol
highest occupied orbital energy: -8.6 eV
ΔE to the lowest compared entry with this formula, charge and spin: 86.0 kcal per mole